(1)
This record from the OMol25 dataset describes a cluster of 2 separate species, C3BrF3O in total at a distorted geometry. The level of theory is ωB97M-V/def2-TZVPD.

Properties
- HOMO energy (alpha / beta): -10.4991 / -8.7903 eV
- Frontier orbital gap (alpha / beta): 9.4646 / 6.8465 eV
- Energy relative to the best compared isomer or geometry (same formula, charge and spin): 8.06 kcal/mol

```
! RIJCOSX wB97M-V def2-TZVPD def2/J DEFGRID3
* xyz 0 1
C 0.726 0.464 0.500
C 2.031 0.345 0.330
C -2.727 -0.518 -0.714
O -3.557 -0.921 -1.393
F -0.006 1.518 0.258
F 2.995 1.211 -0.174
F 2.515 -0.897 0.463
Br -1.976 -1.203 0.730
*
```

***

(2)
This record from the OMol25 dataset describes a structure of composition C3CeLiO3 at a distorted geometry. The level of theory is ωB97M-V/def2-TZVPD.

Properties
- HOMO energy (alpha / beta): -25.1318 / -26.5929 eV
- Frontier orbital gap (alpha / beta): 3.8021 / 7.8014 eV

```
! RIJCOSX wB97M-V def2-TZVPD def2/J DEFGRID3
* xyz 4 2
C -0.817 -0.115 -0.479
C -1.975 -0.242 0.182
O -3.032 -0.361 0.588
O 0.411 1.031 -0.290
C 0.527 -0.220 -0.752
O 0.967 -1.241 -0.255
Ce 1.412 3.222 0.343
Li 2.508 -2.074 0.663
*
```

***

(3)
This record from the OMol25 dataset describes an isolated molecule of C3ClF2N at a distorted geometry. The level of theory is ωB97M-V/def2-TZVPD.

Properties
- HOMO energy: -8.8678 eV
- SMILES string: FC(F)=NC#CCl
- Frontier orbital gap: 7.9907 eV
- Energy relative to the best compared isomer or geometry (same formula, charge and spin): 110.76 kcal/mol

```
! RIJCOSX wB97M-V def2-TZVPD def2/J DEFGRID3
* xyz 0 1
C 0.599 -0.480 0.161
C 1.596 -0.864 0.716
C -1.089 0.311 -0.714
N 0.043 -0.313 -0.905
F -1.450 1.465 -1.009
F -2.323 -0.078 -0.086
Cl 2.624 -0.041 1.836
*
```

***

Per-record E_tot, eV: -83347.16799; -22329.09651; -22552.20426